No. 1
{
  "formula": "C21H47OP3SeTl",
  "method": "ωB97M-V/def2-TZVPD",
  "symbols": ["Tl", "P", "P", "P", "H", "C", "C", "H", "C", "C", "C", "C", "C", "C", "C", "C", "C", "H", "H", "H", "H", "H", "H", "H", "H", "H", "H", "H", "H", "H", "H", "H", "H", "H", "H", "H", "H", "H", "H", "H", "H", "H", "H", "H", "H", "H", "C", "C", "C", "C", "C", "C", "Se", "H", "H", "H", "H", "H", "H", "C", "C", "O", "C", "C", "H", "H", "H", "H", "H", "H", "H", "H", "H", "H"],
  "xyz": [[-0.08013, -1.03662, -1.11049], [0.30899, 1.89431, 1.15349], [-2.61724, 0.50198, -0.52274], [2.63740, -0.23278, -0.56480], [-1.39891, -2.91789, -7.94202], [-0.58346, -3.64276, -7.83965], [-0.73328, -4.79536, -7.18639], [-1.70371, -5.15426, -6.86100], [0.33173, 3.60821, 0.51828], [-1.02894, 2.06090, 2.39815], [1.73178, 2.01744, 2.31160], [-3.39823, -0.56754, -1.80617], [-3.74355, 0.23296, 0.90355], [-3.10603, 2.16398, -1.09844], [3.02690, -1.47904, -1.86765], [3.70990, -0.77727, 0.81922], [3.53006, 1.23209, -1.18522], [0.42564, -3.36476, -8.17544], [0.14378, -5.38380, -6.92806], [0.38008, 4.30691, 1.36204], [-0.56644, 3.78924, -0.08221], [1.20659, 3.73143, -0.13053], [-0.70469, 2.77866, 3.16554], [-1.20018, 1.07560, 2.85365], [-1.95587, 2.40770, 1.92444], [1.60246, 2.93462, 2.90496], [2.67692, 2.05446, 1.75351], [1.73906, 1.14268, 2.97810], [-4.49906, -0.53247, -1.75231], [-3.07213, -1.61197, -1.65983], [-3.07271, -0.26805, -2.81687], [-4.66036, 0.83547, 0.81561], [-3.21691, 0.51847, 1.81847], [-4.01406, -0.82820, 0.98686], [-4.19341, 2.25025, -1.22857], [-2.60246, 2.38160, -2.05166], [-2.77514, 2.91755, -0.37379], [4.10357, -1.71478, -1.87898], [2.71431, -1.12486, -2.86382], [2.46777, -2.40678, -1.66578], [4.75313, -0.89845, 0.49760], [3.34281, -1.73421, 1.21481], [3.67160, -0.04227, 1.63019], [4.59471, 1.02064, -1.31912], [3.42441, 2.05701, -0.47622], [3.09428, 1.56134, -2.13456], [0.16316, 0.36695, -4.20945], [-0.25467, -0.98290, -4.19415], [-0.24759, -1.79981, -5.30630], [0.12257, -1.23757, -6.50552], [0.52984, 0.08481, -6.60233], [0.59021, 0.88408, -5.46083], [0.15241, 1.48267, -2.71243], [-0.45921, -2.60189, -1.97470], [-0.63786, -1.49459, -3.31965], [-0.55717, -2.85634, -5.19261], [0.07070, -1.80006, -7.42222], [0.79115, 0.45126, -7.60300], [0.92834, 1.90612, -5.55340], [-0.73506, -3.91131, 1.58798], [-1.43156, -2.63495, 2.03521], [-0.50839, -1.50399, 2.18010], [0.53971, -1.71377, 3.14474], [0.05122, -1.65130, 4.59230], [-0.02407, -3.75646, 0.77930], [-1.49145, -4.62483, 1.23765], [-0.21211, -4.39414, 2.41705], [-2.20203, -2.33470, 1.29976], [-1.92571, -2.82194, 3.01105], [0.99126, -2.69376, 2.92753], [1.24979, -0.91814, 2.90280], [-0.68599, -2.45030, 4.79139], [0.93823, -1.79342, 5.22944], [-0.39740, -0.66292, 4.80510]],
  "atomic_forces_ev_per_a": [[-0.13, 0.91, 0.57], [-0.12, 2.49, 2.62], [-1.31, -0.88, -0.34], [1.12, -1.15, -0.63], [0.14, -0.57, -0.52], [0.13, -0.75, 0.36], [0.15, 0.54, -0.07], [0.08, 0.06, 0.07], [0.02, -0.52, -1.55], [-0.58, -1.09, -0.45], [0.58, -1.21, -0.46], [0.34, -0.29, -0.26], [0.46, -0.16, 0.41], [0.89, 0.46, -0.12], [-0.23, -0.22, -0.08], [-0.67, -0.17, 0.50], [-0.84, 0.63, -0.03], [-0.56, -0.16, -0.10], [-0.24, -0.21, -0.33], [-0.03, -0.31, -0.01], [0.17, 0.16, 0.13], [-0.15, 0.23, 0.13], [0.06, -0.15, -0.32], [-0.05, 0.29, 0.05], [0.24, -0.04, 0.18], [-0.08, -0.21, -0.30], [-0.18, 0.11, 0.31], [0.08, 0.35, -0.12], [0.42, 0.10, 0.02], [-0.30, 0.29, 0.00], [-0.16, 0.00, 0.34], [0.34, -0.17, -0.17], [-0.29, -0.11, -0.02], [0.10, 0.29, -0.07], [0.26, -0.27, 0.08], [-0.26, -0.01, 0.22], [-0.19, -0.05, -0.12], [-0.37, 0.16, -0.02], [0.16, 0.00, 0.31], [0.35, 0.14, -0.03], [-0.32, 0.11, -0.17], [0.14, 0.21, -0.08], [0.07, -0.16, -0.12], [-0.15, -0.24, 0.07], [0.13, 0.00, -0.06], [0.18, -0.07, 0.11], [0.14, 0.17, -0.55], [-0.28, -0.77, 0.00], [-0.28, -0.25, 1.31], [0.19, 0.37, -1.09], [0.24, 0.70, 0.34], [-0.12, -0.10, -0.80], [-0.01, -1.33, -0.35], [0.34, 0.88, 1.39], [-0.05, 0.65, -0.43], [0.20, 0.78, -0.41], [0.16, 0.19, 0.30], [-0.01, 0.13, 0.65], [0.00, 0.10, 0.12], [-0.41, -0.28, 0.28], [0.32, 0.15, 0.49], [-0.74, -0.26, -0.79], [-0.48, -0.41, -0.11], [0.19, 0.14, -0.38], [0.11, 0.14, -0.17], [0.16, 0.12, 0.08], [-0.01, 0.02, -0.16], [0.42, 0.11, 0.37], [0.07, 0.22, -0.61], [0.19, 0.38, 0.20], [0.15, -0.17, 0.25], [0.43, 0.43, 0.07], [-0.48, 0.01, 0.02], [0.16, -0.51, 0.01]],
  "charge": 3,
  "e_above_lowest_kcal_mol": 6.95,
  "e_homo_ev": [-16.09, -16.09],
  "gap_ev": [4.65, 3.51]
}


No. 2
{
  "formula": "C21H48FIO11P3S3",
  "method": "ωB97M-V/def2-TZVPD",
  "symbols": ["C", "C", "O", "C", "P", "C", "I", "C", "C", "C", "F", "O", "C", "C", "P", "P", "O", "O", "O", "H", "H", "H", "H", "H", "H", "H", "H", "H", "H", "H", "H", "H", "H", "H", "H", "H", "H", "H", "H", "H", "H", "H", "H", "C", "C", "C", "S", "O", "O", "C", "H", "H", "H", "H", "H", "H", "H", "H", "C", "C", "C", "S", "O", "O", "C", "H", "H", "H", "H", "H", "H", "H", "H", "C", "C", "C", "S", "O", "O", "C", "H", "H", "H", "H", "H", "H", "H", "H"],
  "xyz": [[1.14128, 0.99721, -5.91171], [2.43635, 0.65842, -5.10449], [2.23779, 0.77233, -3.70451], [1.31027, -0.24454, -3.26121], [1.96212, -1.15509, -1.65850], [3.12895, -2.14574, -2.83386], [2.66320, -2.58349, 0.37836], [0.70171, -0.16518, -0.59905], [0.78485, 1.38464, -0.68551], [-0.69731, 1.89442, -0.82369], [-0.78318, 3.21215, -1.26106], [3.10270, 0.06607, -1.34845], [4.46590, -0.16778, -1.22597], [4.99066, 0.59839, 0.05736], [0.39427, -2.70462, -2.07857], [-0.54140, -3.60919, -0.35097], [-1.93190, -4.04176, -0.80840], [0.20129, -5.05216, 0.12883], [-0.80475, -2.62979, 0.99084], [0.39610, 0.17718, -5.87943], [0.68343, 1.94904, -5.57947], [1.43466, 1.10965, -6.97803], [3.19490, 1.41770, -5.38725], [2.83711, -0.33108, -5.40849], [0.28977, 0.17594, -3.12238], [1.23222, -1.01526, -4.06695], [3.67154, -1.47996, -3.53422], [3.81949, -2.74084, -2.20541], [2.52391, -2.87311, -3.40698], [0.88560, -0.45947, 0.45054], [-0.31717, -0.52251, -0.83295], [1.13300, 1.79067, 0.28885], [1.33417, 1.82184, -1.53213], [-1.15331, 1.25163, -1.61168], [-1.27692, 1.69323, 0.09689], [4.89256, -1.17833, -1.14154], [5.00526, 0.33228, -2.07380], [5.97186, 0.15533, 0.33014], [5.02145, 1.68867, -0.09275], [4.29620, 0.29810, 0.86013], [-0.69519, -1.97247, -2.67414], [0.71600, -4.87020, 0.92155], [-0.16149, -2.81646, 1.68045], [-3.06964, 6.05931, -3.99769], [-2.85452, 4.68044, -3.36566], [-2.51736, 3.70445, -4.49724], [-1.74195, 4.67921, -5.78518], [-2.59977, 4.67612, -6.94792], [-0.34197, 4.33805, -5.87085], [-1.90779, 6.25721, -4.96430], [-3.10372, 6.84863, -3.24626], [-4.01678, 6.07235, -4.54469], [-2.02158, 4.72753, -2.66176], [-3.73237, 4.34950, -2.81038], [-1.82723, 2.92834, -4.17033], [-3.41481, 3.25043, -4.91615], [-2.08692, 7.03845, -5.70058], [-0.97781, 6.45113, -4.42897], [0.79504, -0.01550, 5.80532], [0.31607, -0.78999, 4.57314], [0.91015, -0.10170, 3.34262], [2.43428, 0.66485, 3.87641], [2.29346, 2.09876, 3.76863], [3.54588, -0.04203, 3.28673], [2.29187, 0.20597, 5.59805], [0.59356, -0.55918, 6.72824], [0.27872, 0.94690, 5.86060], [0.67617, -1.82187, 4.62865], [-0.76208, -0.82541, 4.51463], [1.13095, -0.81222, 2.54793], [0.25407, 0.68308, 2.96680], [2.70552, 0.99371, 6.22505], [2.84948, -0.72027, 5.74151], [-3.93850, -4.60724, 4.47842], [-4.92398, -3.60314, 5.08492], [-4.27027, -3.02040, 6.34297], [-2.50090, -3.10525, 6.07041], [-1.93017, -4.02775, 7.02332], [-1.97743, -1.76906, 5.89523], [-2.58406, -3.90937, 4.47764], [-4.23256, -4.90763, 3.47321], [-3.89608, -5.50517, 5.10089], [-5.11623, -2.80325, 4.36560], [-5.88163, -4.06847, 5.31977], [-4.55777, -1.98366, 6.50649], [-4.50141, -3.61302, 7.22735], [-1.74566, -4.59409, 4.36658], [-2.54026, -3.13460, 3.71043]],
  "atomic_forces_ev_per_a": [[0.50, -0.35, -0.37], [-0.57, 1.16, -0.63], [-0.42, -1.01, -0.51], [0.06, -0.37, -0.13], [-0.95, 2.87, -2.88], [0.41, -0.64, 0.56], [0.72, -1.01, 1.56], [0.63, 0.28, 1.01], [-1.73, 0.71, 0.69], [0.76, -2.02, -0.73], [-0.10, 0.15, 0.44], [-0.07, -1.33, 0.52], [2.30, 2.34, 0.61], [-0.52, -1.47, -0.44], [-0.18, -1.36, -0.63], [-4.05, -1.68, -0.28], [2.28, 0.93, 0.56], [-0.64, 2.34, -0.05], [0.61, -1.28, -0.82], [0.34, 0.48, 0.15], [0.31, -0.53, -0.09], [-0.24, 0.02, 0.51], [-0.27, -0.39, 0.33], [-0.26, 0.25, 0.31], [0.51, -0.03, -0.07], [-0.08, 0.41, 0.49], [-0.22, -0.20, 0.59], [-0.10, 0.34, -0.63], [0.30, 0.51, 0.26], [-0.20, 0.18, -0.53], [0.50, 0.19, -0.10], [0.37, -0.13, -0.80], [0.08, -0.47, 0.37], [0.03, 0.59, 0.28], [0.21, 0.67, -0.26], [-1.02, -0.07, -0.17], [-0.48, -0.60, 0.15], [-0.30, 0.65, -0.16], [0.01, -0.47, 0.18], [0.31, 0.51, -0.10], [0.09, -0.28, 0.78], [0.56, -0.14, -0.02], [0.37, 0.27, 0.11], [-0.14, -0.08, -0.02], [0.08, 0.12, 0.12], [-0.21, -0.22, 0.41], [0.23, -0.06, 0.18], [0.22, -0.03, -0.02], [-0.27, 0.05, -0.33], [-0.17, 0.36, 0.22], [0.01, -0.02, -0.03], [0.05, 0.06, -0.02], [-0.04, -0.05, -0.04], [0.04, -0.02, -0.02], [0.05, 0.02, -0.15], [0.08, 0.05, -0.13], [0.09, -0.12, -0.11], [0.01, -0.07, -0.06], [-0.04, -0.03, -0.02], [0.24, 0.12, -0.16], [-0.38, -0.22, -0.05], [0.08, -0.35, -0.26], [0.21, -0.06, -0.01], [0.02, 0.46, 0.16], [-0.22, -0.04, 0.42], [-0.02, 0.02, -0.03], [0.04, -0.02, 0.01], [0.01, 0.03, 0.03], [0.03, 0.05, -0.07], [0.19, 0.15, -0.09], [0.11, 0.06, 0.00], [0.09, 0.03, -0.14], [0.03, 0.04, -0.08], [-0.08, -0.07, 0.06], [-0.04, 0.01, -0.10], [-0.53, 0.02, 0.00], [-0.02, -0.05, -0.33], [0.07, 0.30, 0.03], [-0.20, -0.37, 0.62], [-0.10, -0.17, -0.30], [0.05, 0.02, 0.02], [0.04, 0.01, -0.03], [0.03, -0.03, 0.02], [0.03, 0.03, 0.01], [0.16, -0.01, 0.10], [0.14, 0.01, 0.00], [0.07, 0.11, 0.10], [0.04, -0.01, 0.03]],
  "charge": -1,
  "e_homo_ev": -5.07,
  "gap_ev": 7.04
}


No. 3
{
  "formula": "C21H48IIrO5P2SSi",
  "method": "ωB97M-V/def2-TZVPD",
  "symbols": ["C", "C", "H", "H", "H", "O", "I", "Ir", "P", "C", "C", "H", "H", "H", "H", "H", "H", "C", "H", "H", "H", "P", "C", "C", "H", "H", "H", "C", "H", "H", "H", "H", "H", "H", "C", "O", "C", "C", "C", "C", "O", "Si", "S", "O", "C", "C", "C", "C", "O", "C", "C", "C", "C", "H", "H", "H", "H", "H", "H", "H", "H", "H", "H", "H", "H", "H", "H", "H", "H", "H", "H", "H", "H", "H", "H", "H", "H", "H", "H", "H"],
  "xyz": [[-0.01894, -0.93269, -2.85482], [0.03735, 0.31736, -2.03371], [-0.05539, -0.62893, -3.90978], [-0.92723, -1.50321, -2.63496], [0.85145, -1.58103, -2.70808], [0.09926, 1.43836, -2.52792], [-0.07022, -2.47188, 0.45842], [-0.00372, 0.16604, -0.01601], [2.34955, -0.05046, 0.01842], [3.16260, 1.53870, 0.38968], [3.17556, -1.21706, 1.15672], [4.23563, -1.27232, 0.87258], [4.16281, -0.52043, -1.50812], [2.71970, -2.20989, 1.07533], [2.73929, -1.54726, -1.86590], [2.79822, 1.95287, 1.34108], [3.10190, -0.87278, 2.19502], [3.06684, -0.53369, -1.59769], [4.25151, 1.38248, 0.45131], [2.75147, 0.17991, -2.37254], [2.94506, 2.25142, -0.41867], [-2.36897, 0.10118, -0.02271], [-3.04348, 1.73646, 0.42087], [-3.09455, -0.27015, -1.65874], [-2.88928, -2.06226, 0.98817], [-4.33974, -1.04718, 0.74523], [-3.23004, -0.72153, 2.11404], [-3.28680, -1.04556, 1.06795], [-2.87397, -1.29803, -1.96839], [-4.18047, -0.15094, -1.56578], [-4.13800, 1.68744, 0.32218], [-2.65560, 2.48921, -0.27487], [-2.71369, 0.42803, -2.41427], [-2.76341, 2.01291, 1.44962], [0.06352, 2.02379, 0.17561], [0.10088, 3.17571, 0.29907], [-1.19766, -1.37079, 6.17070], [-2.41796, -0.53252, 5.81724], [-3.19173, -1.27242, 4.73884], [-3.27569, -0.29474, 7.06123], [-2.06434, 0.78036, 5.31184], [-0.67909, 1.38576, 4.62854], [-0.57249, 0.64052, 2.72819], [-0.69326, 3.03734, 4.82729], [-1.45259, 3.85112, 5.76014], [-2.74531, 4.27293, 5.07145], [-1.78834, 3.14964, 7.07291], [-0.61246, 5.07473, 6.11069], [0.56214, 0.86695, 5.59695], [2.01019, 0.90449, 5.49219], [2.45258, 1.51063, 4.16757], [2.52932, 1.74174, 6.66112], [2.49869, -0.53736, 5.61580], [-1.53484, -2.32148, 6.60952], [-0.55889, -0.86957, 6.90630], [-0.60996, -1.60472, 5.27852], [-3.59902, -2.19250, 5.17267], [-4.02126, -0.67609, 4.34647], [-2.53400, -1.53695, 3.90404], [-2.68638, 0.21954, 7.82981], [-4.15371, 0.30685, 6.81047], [-3.62983, -1.23882, 7.49545], [-3.34978, 3.38939, 4.82136], [-3.32415, 4.92936, 5.73553], [-2.51362, 4.81657, 4.14771], [-0.89981, 2.70216, 7.53077], [-2.18511, 3.89398, 7.77826], [-2.55884, 2.38457, 6.94041], [0.31614, 4.77798, 6.61764], [-0.36119, 5.65024, 5.21359], [-1.18877, 5.72042, 6.78823], [2.10309, 2.54591, 4.08066], [3.54944, 1.50232, 4.09233], [2.03323, 0.93610, 3.32959], [2.18960, 1.31961, 7.61755], [3.62887, 1.75430, 6.66438], [2.17282, 2.77933, 6.58276], [2.16420, -0.96599, 6.56745], [2.10949, -1.15824, 4.79783], [3.59925, -0.56617, 5.59960]],
  "atomic_forces_ev_per_a": [[-0.19, -0.01, -1.81], [0.12, 0.40, -2.23], [0.05, -0.25, 0.09], [0.35, 0.18, 0.20], [-0.28, 0.30, 0.26], [-0.08, -1.49, 0.77], [-0.02, 0.17, -0.05], [0.24, -1.23, 0.39], [1.01, 0.13, 0.13], [0.17, 0.00, -0.11], [-0.18, -0.04, 0.02], [-0.26, 0.05, 0.08], [-0.33, 0.00, -0.09], [0.23, 0.25, 0.05], [0.19, 0.27, 0.10], [0.12, -0.15, -0.31], [-0.04, -0.05, -0.21], [-0.12, 0.11, 0.16], [-0.35, 0.14, -0.03], [0.19, -0.23, 0.16], [0.09, -0.12, 0.25], [-0.82, 0.07, 0.11], [-0.27, -0.15, -0.23], [0.05, 0.20, 0.13], [-0.14, 0.24, 0.00], [0.31, 0.08, 0.14], [-0.01, -0.03, -0.33], [0.06, 0.03, -0.04], [-0.11, 0.20, 0.17], [0.19, -0.04, -0.15], [0.29, 0.18, 0.15], [-0.12, -0.07, 0.15], [-0.16, -0.13, 0.12], [-0.14, -0.12, -0.36], [0.19, 3.78, 1.50], [-0.09, -2.57, -0.60], [0.09, -0.07, 0.42], [-0.03, -0.66, 0.18], [-0.38, 0.04, -0.01], [-0.06, 0.14, 0.11], [1.01, 0.16, -1.12], [-0.72, 1.75, 4.10], [-0.18, -0.50, 0.14], [0.09, -1.59, -0.65], [-0.39, 0.77, 0.81], [-0.12, -0.03, -0.42], [-0.24, -0.38, 0.17], [0.26, 0.12, -0.31], [0.32, 0.08, -0.98], [0.21, -0.03, -0.25], [-0.08, 0.18, 0.03], [-0.09, 0.26, 0.43], [0.03, -0.26, 0.22], [0.07, 0.28, -0.18], [-0.15, -0.13, -0.17], [0.05, 0.01, 0.06], [0.06, 0.12, -0.21], [0.03, -0.02, 0.16], [0.06, -0.05, 0.13], [-0.16, -0.06, -0.17], [0.11, 0.00, 0.06], [0.17, 0.15, -0.26], [0.09, 0.22, 0.11], [0.17, -0.22, -0.20], [-0.10, -0.05, 0.18], [-0.05, 0.01, -0.08], [0.16, -0.19, -0.27], [0.22, 0.15, 0.06], [-0.23, 0.08, -0.11], [0.01, -0.07, 0.14], [0.21, -0.19, -0.23], [0.07, -0.05, -0.01], [-0.34, 0.00, 0.02], [0.13, -0.04, 0.06], [0.08, 0.12, -0.30], [-0.34, -0.07, -0.09], [0.07, -0.31, 0.01], [0.07, 0.04, -0.21], [0.06, 0.15, 0.13], [-0.38, 0.07, -0.03]],
  "charge": 2,
  "e_homo_ev": [-12.40, -14.49],
  "gap_ev": [7.01, 4.15],
  "s2": 6.02,
  "multiplicity": 5
}


Computed E_tot, in the same sequence as the records: -122461.3355, -116269.4239, -81011.3875 eV.
Computed strongest force on any atom, in the same sequence as the records: 0.0703, 0.0855, 0.0878 hartree/bohr.